Formula: C51H127BaN8O17Zn
Source: the Open Molecules 2025 dataset
Level of theory: the ωB97M-V functional and the def2-TZVPD basis

Last column: Mulliken charge in e.
Positions of all 205 atoms, in Å:
Ba1 3.83439 -0.84645 0.92666  1.470
Zn1 1.20146 0.33952 3.61557  0.479
C1 -0.93222 -0.36929 0.29166  0.128
C2 0.28891 0.56443 0.31964  1.616
C3 -0.02061 2.06804 0.36008  1.546
O1 1.20185 0.29990 1.36694  0.301
H1 -1.61481 -0.02746 -0.48637  -0.185
H2 -1.50695 -0.53209 1.20341  -0.135
H3 -0.47082 -1.33443 0.08259  -0.562
H4 0.81903 0.38629 -0.61595  -0.108
H5 -0.68649 2.27984 1.19664  -0.442
H6 -0.61064 2.35235 -0.51120  -0.881
H7 0.86146 2.70050 0.25995  -1.093
C4 -1.91974 -3.52355 1.46290  -0.191
O2 -1.95994 -4.68029 2.27139  -0.357
C5 -2.21243 -5.92744 1.76897  -0.349
C6 -3.54742 -6.08080 1.00501  -0.639
N1 -4.18508 -7.39937 1.13327  -0.301
C7 -5.51619 -7.49242 0.61705  -0.713
C8 -5.99222 -8.88807 0.62618  -0.655
O3 -6.23516 -9.31080 1.96663  -0.366
C9 -6.38516 -10.83388 2.04914  -0.759
H8 -2.67854 -2.83548 1.83558  0.178
H9 -2.13848 -3.80747 0.43351  0.413
H10 -0.96771 -3.00046 1.55295  -0.166
H11 -2.34774 -6.43915 2.72184  0.318
H12 -1.34721 -6.25292 1.19143  0.189
H13 -3.33608 -5.86181 -0.04164  0.285
H14 -4.28152 -5.32586 1.28655  0.340
H15 -4.30389 -7.63289 2.10869  0.242
H16 -5.66398 -6.94860 -0.31597  0.525
H17 -6.20381 -6.97410 1.28534  0.357
H18 -5.36603 -9.55835 0.03736  0.369
H19 -6.92665 -8.91505 0.06562  0.402
H20 -5.38678 -11.27127 2.05266  0.320
H21 -7.08439 -11.31512 1.36534  0.305
H22 -6.67542 -11.00007 3.08656  0.274
C10 1.05158 -2.21012 9.20517  -0.742
O4 1.01104 -1.59215 7.91139  -0.348
C11 -0.02067 -0.61808 7.82427  -0.707
C12 0.32023 0.07975 6.48584  -0.815
N2 0.25949 -0.73498 5.21238  0.210
C13 -1.03218 -1.20033 4.71277  -0.670
C14 -2.06909 -0.06443 4.24572  -0.864
O5 -1.18001 0.88334 3.60878  0.204
C15 -1.67510 2.17699 3.71642  -1.435
H23 0.00901 -2.29907 9.51049  0.334
H24 1.55770 -1.61937 9.96869  0.296
H25 1.55882 -3.16545 9.07042  0.244
H26 0.24471 0.10766 8.59301  0.440
H27 -1.02132 -1.05010 7.81198  0.427
H28 1.30336 0.54226 6.57326  0.452
H29 -0.33420 0.91682 6.24265  0.343
H30 0.79133 -1.50072 5.60083  0.308
H31 -1.50208 -1.78296 5.50513  0.475
H32 -0.78752 -1.85371 3.87532  0.248
H33 -2.61953 0.43687 5.04184  0.591
H34 -2.92707 -0.34982 3.63701  0.472
H35 -2.64124 2.21722 3.21336  0.540
H36 -1.00243 2.92889 3.30381  0.369
H37 -1.87072 2.57453 4.71230  0.398
C16 1.42317 7.59282 -1.27341  -0.842
O6 0.20359 6.89638 -1.03712  -0.409
C17 0.27212 5.88393 -0.10170  0.937
C18 0.34041 6.56446 1.29807  -0.421
N3 -0.81307 7.28040 1.89064  -0.289
C19 -0.50071 7.77503 3.26480  -0.777
C20 -0.48733 6.68305 4.29661  -0.174
O7 -0.24073 7.13096 5.63892  -0.412
C21 -0.03981 6.05112 6.57448  -0.570
H38 1.54132 7.88558 -2.31669  0.377
H39 2.18350 6.82028 -1.38813  0.257
H40 1.81930 8.39537 -0.65124  0.325
H41 1.05538 5.12923 -0.17270  -0.135
H42 -0.64298 5.29560 -0.16919  -0.337
H43 1.28547 7.07484 1.48377  0.341
H44 0.38067 5.76481 2.03769  -0.144
H45 -1.17837 7.94290 1.22151  0.270
H46 -1.40719 8.29316 3.57772  0.370
H47 0.30970 8.50344 3.23734  0.348
H48 0.26271 5.95862 3.97923  0.297
H49 -1.38767 6.07075 4.34739  0.262
H50 1.01157 5.84507 6.77510  0.266
H51 -0.56675 5.13139 6.32046  0.125
H52 -0.25255 6.32486 7.60787  0.330
C22 8.00962 -0.10946 1.35929  -1.084
O8 6.71423 0.02951 1.98393  0.047
C23 6.70745 1.07453 2.95862  -0.915
C24 5.21938 1.45006 3.27707  -0.926
N4 4.31157 1.56948 2.16866  0.107
C25 4.88983 2.52541 1.22254  -0.583
C26 3.84500 2.70417 0.12876  -1.026
O9 3.64092 1.44245 -0.50875  0.467
C27 3.56055 1.52101 -1.90571  -0.964
H53 8.39719 0.73579 0.79059  0.383
H54 7.87253 -0.86936 0.58997  0.335
H55 8.77527 -0.35757 2.09436  0.357
H56 7.11685 2.00230 2.55896  0.453
H57 7.35388 0.86422 3.81068  0.523
H58 5.24416 2.43168 3.75027  0.477
H59 4.78253 0.83959 4.06738  0.434
H60 3.45488 1.92035 2.57247  -0.247
H61 5.89175 2.44328 0.80123  0.406
H62 5.12304 3.39550 1.83627  0.540
H63 4.29256 3.50200 -0.46391  0.493
H64 2.85821 2.96511 0.51119  -0.085
H65 4.50106 1.92790 -2.27717  0.465
H66 2.75154 2.22713 -2.09281  0.106
H67 3.42211 0.54237 -2.36527  0.212
C28 0.54564 -7.14317 -6.08866  -0.702
O10 -0.16910 -5.80124 -6.09033  -0.436
C29 -0.36621 -5.14104 -4.84768  -0.089
C30 -1.85331 -4.95527 -4.65774  -0.793
N5 -2.41332 -3.91231 -3.67223  -0.193
C31 -1.99650 -2.54712 -3.77542  0.122
C32 -2.89980 -1.52471 -3.11299  0.053
O11 -3.95067 -1.26278 -3.97379  -0.400
C33 -4.70014 -0.14054 -3.60494  -0.684
H68 1.03530 -7.22436 -7.05910  0.265
H69 -0.31046 -7.81785 -6.08715  0.274
H70 1.43063 -7.23742 -5.45937  0.317
H71 0.02134 -4.17889 -5.18260  0.112
H72 0.20809 -5.65280 -4.07542  0.297
H73 -2.28388 -5.92618 -4.41268  0.369
H74 -2.40463 -4.63233 -5.54084  0.398
H75 -3.39976 -4.12776 -3.64724  0.332
H76 -1.72146 -2.12736 -4.74302  0.257
H77 -1.04576 -2.56888 -3.24278  -0.444
H78 -2.12903 -0.77428 -2.93731  -0.311
H79 -3.17561 -1.84801 -2.10924  0.534
H80 -4.16553 0.75572 -3.91960  0.159
H81 -4.93141 -0.14714 -2.53978  0.325
H82 -5.63844 -0.15593 -4.15943  0.341
C34 1.35987 -2.78535 -2.30906  -0.400
O12 2.39217 -2.89319 -1.22786  -0.381
C35 2.01636 -3.74381 -0.14949  -0.028
C36 3.31632 -4.58225 0.28218  -1.476
N6 4.25621 -3.60052 0.77977  0.318
C37 5.28563 -4.27310 1.59179  -1.101
C38 6.56738 -3.41042 1.72822  -0.318
O13 7.68819 -4.22000 2.09680  -0.405
C39 8.59925 -3.43903 2.87193  -0.615
H83 1.00910 -3.76985 -2.61859  0.366
H84 1.80173 -2.10162 -3.03389  0.217
H85 0.44642 -2.41140 -1.84660  -0.087
H86 1.22789 -4.46059 -0.37892  0.678
H87 1.71446 -2.95435 0.53877  -0.145
H88 3.70869 -5.11030 -0.58691  0.413
H89 3.00720 -5.26341 1.07499  0.482
H90 4.76643 -3.39881 -0.06821  0.328
H91 5.63894 -5.12150 1.00571  0.384
H92 4.91016 -4.74124 2.50171  0.513
H93 6.51477 -2.42773 2.19689  0.346
H94 6.88264 -3.26109 0.69554  0.227
H95 8.88439 -2.46835 2.46623  0.125
H96 9.50814 -4.04054 2.85722  0.354
H97 8.27256 -3.23539 3.89168  0.293
C40 -5.43671 6.47652 -3.81069  -0.635
O14 -4.86587 5.24741 -4.30810  -0.427
C41 -3.53553 4.85287 -4.03986  -1.043
C42 -3.12168 4.67610 -2.61589  0.277
N7 -3.54630 3.31615 -2.14140  0.079
C43 -3.21478 3.18924 -0.68500  0.975
C44 -4.35973 3.46585 0.27480  -0.934
O15 -5.22478 2.38526 0.39999  -0.278
C45 -6.23852 2.56708 1.44975  -0.912
H98 -4.82139 7.32319 -4.11507  0.297
H99 -5.48322 6.33804 -2.73052  0.229
H100 -6.35715 6.59581 -4.38224  0.253
H101 -2.86710 5.54451 -4.55264  0.581
H102 -3.34092 3.97709 -4.65892  0.245
H103 -3.44428 5.51586 -2.00040  0.453
H104 -2.04801 4.82657 -2.72862  -0.464
H105 -4.48578 3.16814 -2.48134  0.413
H106 -2.43031 3.87011 -0.35463  -0.899
H107 -2.85676 2.16011 -0.71357  -0.149
H108 -4.99953 4.29848 -0.01761  0.418
H109 -3.95200 3.79546 1.23042  0.476
H110 -6.71160 1.62655 1.73207  0.299
H111 -6.87811 3.37845 1.10234  0.351
H112 -5.97676 2.93997 2.43997  0.325
C46 0.49305 4.48089 -4.09125  -0.334
O16 -0.00298 3.18520 -4.49248  -0.447
C47 -0.21297 2.17428 -3.57039  1.339
C48 -0.02300 0.93942 -4.37737  -0.360
N8 1.30263 1.04283 -5.02252  0.101
C49 1.41254 0.07926 -6.11075  -0.618
C50 2.14801 0.55175 -7.45788  -0.967
O17 1.35381 1.66170 -7.84401  -0.207
C51 1.51972 2.02886 -9.21754  -0.839
H113 0.01616 4.82914 -3.17507  -0.185
H114 0.50115 5.23119 -4.88187  0.272
H115 1.52189 4.38128 -3.74530  0.295
H116 -1.19739 2.10856 -3.10703  -0.109
H117 0.31096 2.16003 -2.61468  -0.634
H118 -0.86238 0.91936 -5.07246  0.391
H119 -0.07856 -0.00758 -3.84052  -0.454
H120 1.52482 2.02183 -5.13336  0.314
H121 0.44967 -0.30943 -6.44226  0.346
H122 1.91873 -0.82849 -5.78233  0.322
H123 2.33792 -0.27244 -8.14545  0.493
H124 3.11290 1.02955 -7.28819  0.370
H125 1.44982 1.19416 -9.91504  0.316
H126 2.52374 2.45309 -9.22552  0.321
H127 0.78030 2.71560 -9.62954  0.249

Forces on atoms 1 to 6 (eV/Å):
-0.4852 0.2450 -0.8162
-3.1425 -0.6118 -2.0961
0.9608 0.0663 -0.0160
-1.2946 1.6735 0.8572
-0.8885 -0.5265 -0.9562
2.5795 -1.4341 3.0579

The LUMO energy is -0.38889 Eh. The total energy comes out at -5539.77373 hartree. The strongest force on any atom comes out at 0.083 hartree/bohr. As for the net charge: +3. The calculation puts the HOMO-LUMO gap at 0.083 hartree. As for the HOMO energy: -0.4719 Eh.